Record 1
The molecule C13H18Cl2N3O5P in a non-equilibrium geometry, computed with the ωB97M-V functional and the def2-TZVPD basis.

CARTESIAN COORDINATES (ANGSTROEM)
H 2.778 2.081 -2.849
H 2.129 3.240 -0.669
C 1.760 2.098 -2.467
H 0.452 -2.703 -0.167
C -4.050 -1.600 0.150
H 0.764 2.088 -0.559
O 1.043 0.178 1.323
H 1.228 2.934 -2.911
C -0.506 -0.912 -0.686
H 0.277 0.223 3.184
C 1.870 -1.360 -0.773
H -1.702 -2.416 0.003
Cl -7.090 0.976 -0.133
H 1.581 2.222 3.938
C -5.316 -1.046 0.196
H 0.711 2.583 2.436
C -2.961 -0.842 -0.280
N 0.518 -1.802 -0.632
H 1.251 1.179 -2.743
N -1.714 -1.453 -0.303
C -5.515 0.276 -0.187
P 2.368 -0.013 0.439
H -3.916 -2.628 0.451
C -4.432 1.029 -0.614
H 4.421 -1.421 -0.774
Cl -6.641 -2.010 0.731
H 2.446 2.228 2.391
C 1.767 2.248 -0.956
C 1.505 1.986 2.880
O 2.294 -3.593 -0.054
H -4.589 2.054 -0.911
H 4.708 -3.068 -0.391
C 1.215 0.507 2.699
O 2.679 1.330 -0.355
C 2.767 -2.553 -0.461
C -3.165 0.483 -0.663
O -0.342 0.221 -1.086
H 2.039 -0.087 3.106
O 3.559 -0.369 1.212
H 2.068 -0.994 -1.787
N 4.069 -2.364 -0.730
H -2.329 1.072 -0.998

molar mass	398.183	g/mol
total charge	0
HOMO level	-8.57	eV
relative energy (zero: lowest compared OMol25 entry of this formula, charge and spin)	2.0	kcal/mol
structure (SMILES)	CCOP(=O)(OCC)[C@H](NC(=O)Nc1ccc(Cl)c(Cl)c1)C(N)=O
orbital gap	9.1	eV

natural (NBO) atomic charge list, values in e, 2 entries: atom 1 (H): 0.21, atom 2 (H): 0.18

Record 2
The molecule C4H4OS in a non-equilibrium geometry, computed with the ωB97M-V functional and the def2-TZVPD basis.

CARTESIAN COORDINATES (ANGSTROEM)
C -1.235 -0.241 -0.637
H -1.590 -1.289 -0.780
C 0.746 -1.137 0.465
C 0.398 1.402 0.131
S 2.182 -1.052 1.216
C -0.054 -0.014 -0.034
H 0.292 -2.129 0.265
H 1.364 1.533 0.619
O -0.261 2.339 -0.274
H -1.843 0.588 -0.972

molar mass	100.142	g/mol
total charge	0
HOMO level	-9.06	eV
relative energy (zero: lowest compared OMol25 entry of this formula, charge and spin)	30.7	kcal/mol
structure (SMILES)	C=C(C=O)C=S
orbital gap	7.9	eV

natural (NBO) atomic charge list, values in e, 2 entries: atom 1 (C): -0.21, atom 2 (H): 0.20

Record 3
A structure of composition C41H47Cl2CrN8O5P2S2, computed with the ωB97M-V functional and the def2-TZVPD basis.

CARTESIAN COORDINATES (ANGSTROEM)
C -1.904 -1.971 -5.234
P 3.189 -0.605 0.756
C -1.918 4.973 -2.626
H 1.553 1.444 -2.122
H 4.385 -1.292 -2.352
H -1.908 -2.716 1.969
C 0.890 3.666 -7.452
H 1.020 2.107 3.192
H 3.378 -2.282 -1.295
H -2.947 -0.694 -8.191
Cl -0.892 2.637 -5.744
C -2.093 3.122 -0.993
C -1.091 4.711 0.978
H 3.748 4.357 0.928
C 0.573 -4.784 -0.130
C -2.149 -0.210 1.999
C -1.208 -4.660 1.470
H 3.358 4.872 2.567
H 5.140 -2.469 -1.256
H -3.650 -2.303 -6.431
H 2.624 -2.798 3.477
H 1.475 -2.146 2.306
H 6.145 0.211 -1.033
C 0.527 2.546 -6.723
C -5.217 -0.167 -1.462
H 3.818 2.538 -8.713
P 2.139 2.028 0.778
H 4.382 3.446 2.327
H -0.314 -6.501 0.811
C 4.323 -1.751 -1.363
C 4.002 2.489 -1.130
C -0.703 -1.280 -5.076
C -1.224 5.243 -0.287
H 1.265 -5.366 -0.728
C 2.503 1.441 -7.442
C -0.314 -5.421 0.728
H -0.697 5.303 1.793
N -2.052 5.435 -3.669
H -5.522 -0.202 -2.501
H 0.654 2.805 -1.443
N 4.411 -0.717 -0.326
C -0.313 -0.394 -6.085
H -2.206 -2.657 -4.453
H -2.500 2.470 -1.762
H -1.912 -5.144 2.137
H -1.390 2.942 2.167
C -5.807 0.059 0.866
C 5.756 -0.207 -0.102
C 3.522 4.002 1.931
C 2.065 3.672 -8.184
C 0.567 -3.398 -0.235
Cl 3.567 0.059 -7.427
C 0.165 -1.481 -3.851
C -1.123 -0.191 -7.198
H 0.996 -0.785 -3.850
N -1.965 2.609 0.227
H -7.227 0.096 -0.732
C -1.741 4.439 -1.294
N 3.479 -1.519 2.070
H 6.441 -0.997 0.219
O 3.266 0.939 1.231
C -2.326 -0.862 -7.320
O 0.771 1.472 0.775
H 4.176 1.525 -1.613
C 2.886 2.557 -8.164
H 5.570 -1.211 2.169
H 0.251 4.539 -7.414
S -3.699 0.004 2.744
O 1.881 -0.866 0.124
C -1.478 3.397 1.185
C 1.863 2.794 3.263
H -3.134 -0.467 -1.921
H 2.072 -1.115 3.623
C -1.204 -3.273 1.365
O 0.039 -0.511 -1.696
C -2.717 -1.762 -6.338
H 1.254 -2.923 -0.923
H 4.885 -2.205 3.445
C -3.492 -0.254 0.183
C -4.457 -0.063 1.172
H -6.542 0.192 1.651
H 1.544 3.681 3.812
C -0.562 -1.330 -2.514
C 4.715 -1.324 2.828
H 0.563 -2.501 -3.844
H -0.940 6.265 -0.503
N 2.306 3.196 1.918
N 2.619 2.615 -0.671
C -6.181 0.005 -0.465
H 2.347 4.547 -8.756
C 1.635 2.476 -1.772
Cr -0.234 -0.604 0.278
N -2.194 -0.344 0.695
H 1.719 -0.375 -5.827
H 4.204 3.282 -1.850
O -1.554 -1.991 -2.267
C 1.302 1.381 -6.722
H 2.672 2.308 3.821
S -0.624 -0.285 2.758
H 5.750 0.583 0.646
H 4.703 2.594 -0.303
H 1.958 3.118 -2.592
C -3.875 -0.298 -1.153
C -0.314 -2.614 0.515
H 4.656 -0.449 3.485
N 0.952 0.257 -5.988
H -0.799 0.492 -7.975
C 2.340 -1.907 2.916

2S+1	2
molar mass	980.862	g/mol
total charge	0
HOMO level (alpha / beta)	-7.46 / -7.48	eV
relative energy (zero: lowest compared OMol25 entry of this formula, charge and spin)	0.0	kcal/mol
<S²>	0.759
orbital gap (alpha / beta)	7.6 / 7.6	eV

Mulliken atomic charge list, values in e, 2 entries: atom 1 (C): -0.51, atom 2 (P): -1.55